Molecular formula: C31H63N3O5
Method: DFT, ωB97M-V/def2-TZVPD

ORCA input file:
```
! wB97M-V def2-TZVPD RIJCOSX def2/J DEFGRID3
* xyz 0 1
C 1.361 3.199 -0.922
C 2.205 3.203 -2.171
C 3.289 4.297 -2.043
C 2.892 1.835 -2.259
C 3.332 1.479 -3.673
C 2.210 1.681 -4.664
C 1.608 3.086 -4.663
C 2.624 4.089 -5.255
C 0.342 3.047 -5.515
N 1.281 3.392 -3.281
O 0.709 4.696 -3.171
H 0.423 2.648 -0.953
H 1.930 2.726 -0.106
H 1.197 4.188 -0.480
H 3.021 5.191 -2.608
H 3.282 4.688 -1.020
H 4.279 3.928 -2.288
H 3.846 1.800 -1.730
H 2.238 1.058 -1.865
H 4.142 2.146 -4.000
H 3.729 0.470 -3.793
H 1.415 0.935 -4.477
H 2.473 1.418 -5.697
H 3.528 4.110 -4.649
H 2.194 5.091 -5.156
H 2.867 3.917 -6.301
H -0.506 2.820 -4.852
H 0.358 2.237 -6.242
H 0.102 3.999 -5.985
H -0.223 4.508 -3.016
C -0.967 -3.766 2.402
C -2.483 -3.793 2.285
C -3.099 -4.276 3.612
C -2.966 -2.391 1.937
C -4.457 -2.405 1.639
C -4.737 -3.295 0.420
C -4.137 -4.697 0.463
C -5.099 -5.644 1.169
C -3.918 -5.123 -0.964
N -2.831 -4.648 1.141
O -2.244 -5.968 1.222
H -0.603 -3.157 3.230
H -0.559 -4.775 2.450
H -0.542 -3.319 1.507
H -2.712 -5.288 3.783
H -2.744 -3.662 4.441
H -4.179 -4.340 3.606
H -2.689 -1.716 2.752
H -2.463 -1.953 1.060
H -4.973 -2.724 2.553
H -4.844 -1.393 1.478
H -4.419 -2.698 -0.446
H -5.827 -3.360 0.328
H -4.663 -6.646 1.180
H -6.065 -5.667 0.661
H -5.266 -5.410 2.219
H -3.413 -6.090 -1.014
H -3.317 -4.373 -1.466
H -4.879 -5.238 -1.467
H -1.597 -5.987 0.507
C 3.600 1.064 1.432
C 2.669 1.459 2.587
C 3.348 1.012 3.895
C 2.525 2.963 2.495
C 1.458 3.503 3.418
C 0.148 2.812 3.016
C 0.187 1.318 3.067
C -0.023 0.792 4.499
C -1.031 0.784 2.284
N 1.383 0.820 2.370
O 1.494 -0.591 2.429
H 4.624 1.342 1.674
H 3.542 -0.007 1.215
H 3.313 1.521 0.478
H 3.179 -0.063 3.981
H 4.414 1.225 3.913
H 2.900 1.481 4.776
H 3.501 3.430 2.657
H 2.195 3.259 1.493
H 1.733 3.386 4.468
H 1.278 4.565 3.233
H -0.121 3.201 2.028
H -0.627 3.266 3.646
H -0.197 -0.285 4.428
H -0.790 1.308 5.068
H 0.901 0.856 5.091
H -1.964 0.903 2.837
H -0.851 -0.265 2.058
H -1.130 1.296 1.322
H 1.329 -0.773 1.476
O 1.280 -1.630 -0.160
C 0.595 -1.331 -1.084
C -0.068 -2.221 -2.100
C -0.462 -1.254 -3.207
C -0.607 0.060 -2.457
O 0.243 -0.068 -1.294
H 0.588 -3.032 -2.402
H -0.957 -2.652 -1.618
H 0.224 -1.194 -4.053
H -1.412 -1.514 -3.674
H -0.229 0.927 -3.001
H -1.634 0.247 -2.139
*
```

SMILES: CC1(C)CCCC(C)(C)N1O.CC1(C)CCCC(C)(C)N1O.CC1(C)CCCC(C)(C)N1O.O=C1CCCO1
orbital gap: 8.3 eV

=====

Molecular formula: C31H64CsF4N8O7P3S2
Method: DFT, ωB97M-V/def2-TZVPD

ORCA input file:
```
! wB97M-V def2-TZVPD RIJCOSX def2/J DEFGRID3
* xyz -2 1
Cs 0.439 0.039 0.348
C -2.735 -2.218 1.326
N -2.056 -1.298 2.204
C -1.266 -1.986 3.198
C -2.992 -0.329 2.761
C -2.424 0.590 3.834
N -1.225 1.217 3.344
C -0.639 2.209 3.970
C 0.563 2.712 3.374
F 0.976 2.024 2.284
C 1.294 3.761 3.848
F 2.420 4.129 3.183
C 0.935 4.460 4.999
C -0.207 3.992 5.630
F -0.616 4.614 6.771
C -0.957 2.933 5.174
F -2.044 2.581 5.930
H -3.464 -2.856 1.868
H -2.011 -2.864 0.825
H -3.272 -1.664 0.554
H -1.887 -2.532 3.936
H -0.628 -1.273 3.718
H -0.623 -2.713 2.695
H -3.875 -0.847 3.193
H -3.349 0.287 1.931
H -2.254 0.010 4.754
H -3.227 1.302 4.071
H 1.498 5.303 5.365
C 1.311 -4.139 1.442
N 2.492 -3.678 2.190
C 2.443 -4.195 3.554
P 2.730 -2.023 2.024
O 1.529 -1.205 2.261
O 3.421 -1.840 0.607
P 2.946 -1.837 -0.999
O 1.520 -1.744 -1.400
N 4.271 -1.614 -2.083
C 3.935 -1.189 -3.435
C 5.476 -0.973 -1.590
N 3.118 -3.598 -1.005
C 2.524 -4.276 -2.135
C 4.410 -4.165 -0.713
N 3.953 -1.686 3.090
C 5.255 -2.276 2.842
C 4.000 -0.329 3.628
H 1.385 -5.219 1.295
H 1.265 -3.673 0.461
H 0.390 -3.910 1.990
H 2.515 -5.285 3.512
H 1.508 -3.934 4.065
H 3.273 -3.811 4.142
H 2.983 -1.622 -3.738
H 4.720 -1.550 -4.111
H 3.842 -0.103 -3.525
H 5.678 -1.274 -0.562
H 5.421 0.122 -1.619
H 6.320 -1.292 -2.212
H 1.557 -3.835 -2.367
H 2.379 -5.337 -1.896
H 3.159 -4.230 -3.039
H 4.896 -3.630 0.101
H 5.084 -4.142 -1.587
H 4.297 -5.211 -0.401
H 5.138 -3.267 2.406
H 5.800 -2.374 3.786
H 5.856 -1.663 2.158
H 2.993 0.077 3.689
H 4.603 0.333 2.996
H 4.434 -0.351 4.630
C -4.139 -3.411 -3.085
N -3.167 -2.985 -2.102
C -1.793 -3.462 -2.256
C -3.293 -1.996 -1.136
O -2.310 -1.796 -0.430
N -4.469 -1.323 -0.923
C -4.434 -0.262 0.086
C -5.579 -1.113 -1.841
H -3.716 -4.251 -3.632
H -4.390 -2.636 -3.815
H -5.059 -3.769 -2.618
H -1.769 -4.190 -3.066
H -1.437 -3.934 -1.340
H -1.102 -2.647 -2.480
H -3.524 -0.333 0.669
H -5.305 -0.369 0.741
H -4.466 0.715 -0.399
H -5.768 -1.954 -2.493
H -5.423 -0.208 -2.435
H -6.478 -0.960 -1.239
C 2.918 2.347 -1.096
C 2.695 0.921 -1.550
O 3.093 0.113 -0.640
H 1.948 2.709 -0.730
H 3.181 2.969 -1.953
H 3.656 2.452 -0.290
C -2.010 5.662 -0.731
C -3.394 5.799 -1.340
C -3.449 6.926 -2.363
O -3.929 4.617 -1.943
P -3.177 3.393 -2.682
S -4.616 2.401 -3.600
S -1.935 2.424 -1.504
O -2.337 4.296 -3.758
C -1.241 3.860 -4.572
C -1.354 2.418 -5.041
C 0.076 4.127 -3.858
H -1.763 6.598 -0.223
H -1.262 5.467 -1.500
H -1.967 4.846 -0.014
H -4.102 6.020 -0.535
H -2.776 6.701 -3.189
H -3.151 7.871 -1.900
H -4.460 7.028 -2.760
H -1.305 4.513 -5.449
H -1.233 1.731 -4.203
H -0.567 2.222 -5.774
H -2.327 2.235 -5.495
H 0.148 3.505 -2.967
H 0.142 5.177 -3.563
H 0.914 3.895 -4.521
*
```

orbital gap: 4.8 eV

=====

Molecular formula: C31H64F3GaNO26S
Method: DFT, ωB97M-V/def2-TZVPD

ORCA input file:
```
! wB97M-V def2-TZVPD RIJCOSX def2/J DEFGRID3
* xyz -1 1
C 4.136 -0.696 1.519
C 5.637 -0.916 1.712
C 5.834 -2.418 2.073
C 6.253 -0.096 2.855
Ga 5.489 1.759 3.185
C 4.319 1.858 4.849
N 4.574 0.615 5.637
C 4.539 2.634 1.572
F 4.565 3.978 1.664
F 3.208 2.366 1.546
F 5.021 2.352 0.354
S 7.358 3.141 3.673
C 8.926 2.259 3.393
O 7.454 4.330 2.826
O 7.341 3.417 5.115
H 3.988 0.042 0.744
H 3.696 -1.612 1.131
H 3.625 -0.418 2.434
H 6.194 -0.780 0.792
H 5.720 -3.072 1.212
H 6.786 -2.543 2.577
H 5.056 -2.661 2.791
H 7.331 -0.048 2.735
H 6.085 -0.657 3.772
H 4.605 2.710 5.457
H 3.283 1.907 4.533
H 5.522 0.649 5.990
H 3.954 0.624 6.440
H 9.681 3.022 3.263
H 9.177 1.692 4.283
H 8.866 1.608 2.531
C 0.783 3.814 2.123
O -0.198 4.701 2.686
C -0.226 4.722 4.017
O 0.473 4.079 4.754
O -1.178 5.585 4.399
C -1.314 5.704 5.815
H 0.701 3.888 1.043
H 1.785 4.106 2.419
H 0.584 2.786 2.421
H -0.392 6.074 6.260
H -1.590 4.749 6.258
H -2.110 6.421 6.000
C -1.694 -1.149 -1.601
O -1.743 -0.332 -0.429
C -1.938 0.963 -0.666
O -2.080 1.467 -1.756
O -1.951 1.605 0.497
C -2.150 3.019 0.394
H -1.533 -2.172 -1.274
H -2.636 -1.095 -2.146
H -0.867 -0.850 -2.242
H -3.113 3.240 -0.064
H -1.346 3.479 -0.175
H -2.139 3.420 1.403
C -1.343 2.009 -4.365
O -1.683 2.269 -5.743
C -0.796 1.818 -6.628
O 0.225 1.232 -6.383
O -1.241 2.135 -7.852
C -0.385 1.714 -8.913
H -2.136 2.423 -3.761
H -1.279 0.942 -4.183
H -0.406 2.499 -4.107
H -0.280 0.630 -8.915
H 0.592 2.187 -8.830
H -0.856 2.029 -9.840
C -2.278 1.656 9.565
O -2.346 2.461 10.746
C -2.555 3.756 10.514
O -2.689 4.268 9.432
O -2.589 4.390 11.689
C -2.804 5.798 11.588
H -2.106 0.635 9.892
H -3.217 1.702 9.015
H -1.453 1.972 8.930
H -3.764 6.008 11.119
H -2.000 6.271 11.028
H -2.810 6.187 12.602
C -3.741 -6.160 -1.674
O -3.198 -6.551 -2.938
C -2.145 -5.830 -3.328
O -1.646 -4.920 -2.717
O -1.737 -6.290 -4.511
C -0.603 -5.599 -5.046
H -4.583 -6.815 -1.469
H -3.001 -6.278 -0.884
H -4.094 -5.131 -1.709
H 0.255 -5.699 -4.386
H -0.835 -4.547 -5.206
H -0.367 -6.058 -6.001
C 3.472 -3.936 -8.601
O 3.338 -5.213 -9.233
C 2.769 -6.145 -8.469
O 2.379 -5.992 -7.341
O 2.706 -7.279 -9.172
C 2.114 -8.372 -8.469
H 3.945 -3.278 -9.323
H 2.496 -3.534 -8.336
H 4.102 -4.009 -7.717
H 1.084 -8.143 -8.200
H 2.691 -8.616 -7.579
H 2.125 -9.222 -9.146
C -3.373 4.534 -6.011
O -3.391 5.333 -4.820
C -3.574 6.634 -5.023
O -3.722 7.175 -6.090
O -3.566 7.246 -3.834
C -3.750 8.658 -3.898
H -3.219 3.506 -5.709
H -4.326 4.612 -6.535
H -2.556 4.835 -6.663
H -4.716 8.901 -4.339
H -2.948 9.126 -4.467
H -3.722 9.025 -2.876
C -8.625 -7.393 1.635
O -7.637 -8.135 2.352
C -6.402 -8.022 1.862
O -6.081 -7.369 0.902
O -5.585 -8.756 2.617
C -4.216 -8.725 2.205
H -9.573 -7.571 2.133
H -8.401 -6.328 1.662
H -8.692 -7.738 0.605
H -3.822 -7.712 2.256
H -4.109 -9.123 1.197
H -3.667 -9.357 2.898
*
```

orbital gap: 6.7 eV

=====

Molecular formula: C31H65B2N10O14PS
Method: DFT, ωB97M-V/def2-TZVPD

ORCA input file:
```
! wB97M-V def2-TZVPD RIJCOSX def2/J DEFGRID3
* xyz 0 1
N 0.789 -3.155 0.793
B -0.035 -1.957 1.135
O -0.218 -1.656 2.556
C -0.719 -0.915 0.084
S 0.772 -0.452 -0.996
N -0.911 0.403 0.835
C -1.867 1.120 -0.063
O -1.855 2.289 -0.488
C -2.968 -0.066 -0.272
C -4.313 0.267 -1.069
B -5.501 -0.850 -0.884
O -6.057 -1.251 0.375
O -6.052 -1.435 -2.104
C -2.078 -1.374 -0.706
C -2.545 -2.798 -0.079
C -3.434 -2.804 1.176
C -3.766 -4.263 1.662
C -3.159 -5.387 0.813
N -2.376 -5.348 -0.362
C -2.053 -4.050 -0.832
P -1.993 -1.236 -2.598
O -3.286 -1.730 -3.297
O -0.716 -2.093 -3.315
O -1.804 0.396 -3.123
H 0.751 -3.748 1.658
H 1.774 -2.813 0.795
H -1.164 -1.457 2.722
H 1.937 -0.922 -0.411
H -0.054 0.954 0.643
H -3.362 -0.129 0.815
H -4.189 0.506 -2.174
H -4.740 1.232 -0.587
H -6.633 -2.035 0.190
H -6.273 -0.634 -2.644
H -3.810 -1.912 1.761
H -4.390 -4.476 2.595
H -3.382 -6.448 1.205
H -1.385 -4.001 -1.766
H -0.123 -2.518 -2.657
H -2.005 0.419 -4.092
C 2.615 -5.528 6.099
N 2.090 -5.098 4.821
C 1.173 -3.972 4.779
C 2.427 -5.715 3.655
O 2.020 -5.401 2.551
H 1.783 -5.817 6.748
H 3.164 -4.700 6.556
H 3.287 -6.379 5.980
H 0.227 -4.298 4.341
H 1.599 -3.187 4.150
H 0.997 -3.584 5.783
H 3.127 -6.555 3.796
C -1.363 3.479 -4.410
N -0.697 3.920 -5.619
C 0.754 3.936 -5.657
C -1.388 4.319 -6.722
O -0.889 4.700 -7.768
H -1.065 4.129 -3.584
H -1.062 2.452 -4.193
H -2.448 3.518 -4.523
H 1.095 4.953 -5.858
H 1.097 3.284 -6.465
H 1.166 3.592 -4.707
H -2.481 4.269 -6.589
C -2.110 -7.948 7.846
N -2.102 -6.626 7.253
C -2.537 -5.495 8.051
C -1.699 -6.409 5.970
O -1.670 -5.325 5.416
H -3.129 -8.195 8.153
H -1.454 -7.950 8.720
H -1.759 -8.697 7.134
H -3.387 -5.016 7.559
H -1.720 -4.773 8.122
H -2.828 -5.819 9.050
H -1.389 -7.331 5.452
C 4.347 3.639 -1.617
N 3.924 2.771 -0.534
C 4.901 2.352 0.452
C 2.641 2.338 -0.415
O 2.218 1.609 0.469
H 5.129 3.138 -2.190
H 4.741 4.567 -1.195
H 3.512 3.873 -2.280
H 4.964 1.260 0.453
H 4.577 2.684 1.442
H 5.879 2.776 0.225
H 1.983 2.715 -1.214
C -4.270 -0.473 6.680
N -5.077 -1.505 7.298
C -6.422 -1.734 6.806
C -4.614 -2.267 8.329
O -5.239 -3.149 8.892
H -4.777 0.489 6.787
H -4.146 -0.705 5.619
H -3.286 -0.413 7.149
H -7.133 -1.580 7.621
H -6.505 -2.767 6.460
H -6.650 -1.053 5.986
H -3.583 -2.013 8.625
C 8.045 3.176 -6.302
N 7.261 3.728 -5.215
C 6.242 4.717 -5.515
C 7.450 3.348 -3.921
O 6.825 3.773 -2.965
H 8.577 3.987 -6.804
H 7.374 2.685 -7.011
H 8.768 2.449 -5.931
H 6.468 5.639 -4.974
H 5.271 4.344 -5.180
H 6.208 4.918 -6.586
H 8.245 2.595 -3.803
C 3.201 9.105 -7.557
N 2.390 8.065 -6.958
C 1.047 7.840 -7.463
C 2.847 7.291 -5.935
O 2.215 6.403 -5.391
H 2.691 10.065 -7.442
H 3.332 8.886 -8.620
H 4.181 9.160 -7.080
H 0.330 7.984 -6.650
H 0.966 6.811 -7.823
H 0.824 8.531 -8.276
H 3.875 7.542 -5.628
*
```

SMILES: NB(O)[C@]1(S)NC(=O)[C@@H](CB(O)O)[C@@]1(c1cccnc1)P(=O)(O)O.CN(C)C=O.CN(C)C=O.CN(C)C=O.CN(C)C=O.CN(C)C=O.CN(C)C=O.CN(C)C=O
orbital gap: 8.8 eV